1.
Below is a 10-piece molecular cluster, C4H29N2O10 overall, with properties calculated with ωB97M-V/def2-TZVPD.

Results
Total charge ... -1
ΔE to the lowest compared entry with this formula, charge and spin ... 3.308 eV
Orbital gap ... 8.7 eV

Last column: Mulliken charge in e.
Atoms and positions in Å:
C1 -0.20 0.81 1.83  -0.212
N1 -0.99 -0.40 1.68  -0.594
C2 -0.16 -1.34 0.71  0.391
O1 1.10 -1.51 1.16  -1.024
C3 -0.71 1.94 0.81  -0.480
N2 0.03 2.27 -0.45  -0.320
C4 1.03 3.27 -0.21  -0.885
H1 -0.09 1.23 2.86  0.528
H2 0.88 0.73 1.57  0.027
H3 -0.96 -0.71 2.64  0.264
H4 -0.63 -2.31 0.78  0.526
H5 -0.24 -0.77 -0.24  -0.246
H6 -1.75 1.76 0.41  -0.219
H7 -0.64 2.83 1.46  0.460
H8 0.52 1.45 -0.83  0.198
H9 0.77 3.96 0.58  0.362
H10 2.07 2.81 -0.07  0.217
H11 1.26 3.89 -1.05  0.356
H12 -3.49 -2.47 -2.19  0.279
H13 -2.61 -1.54 -1.50  0.325
O2 -2.61 -2.40 -1.82  -0.633
H14 1.79 -2.25 -0.23  0.552
H15 2.65 -3.38 -0.68  0.269
O3 2.26 -2.60 -1.02  -0.779
H16 1.68 -4.45 1.88  0.275
H17 1.78 -2.93 1.47  0.365
O4 2.28 -3.86 1.36  -0.769
H18 -1.54 3.46 -0.77  0.438
H19 -3.16 3.39 -1.34  0.278
O5 -2.45 3.82 -0.93  -0.705
H20 2.43 -0.38 -1.08  0.355
H21 1.87 -0.30 0.30  0.004
O6 2.39 0.28 -0.37  -0.684
H22 -3.19 0.76 -1.55  0.344
H23 -1.80 1.07 -2.22  0.318
O7 -2.61 0.63 -2.37  -0.638
H24 -2.74 0.09 0.69  0.467
H25 -3.99 0.85 0.47  0.330
O8 -3.65 -0.03 0.32  -0.730
H26 3.87 0.22 1.40  0.324
H27 4.42 -1.09 1.80  0.315
O9 4.33 -0.18 2.08  -0.650
H28 0.86 -2.68 -2.28  0.361
H29 -0.44 -1.97 -2.30  0.286
O10 0.38 -1.99 -2.77  -0.647


2.
Below is C5H7I in the gas phase, with properties calculated with ωB97M-V/def2-TZVPD.

Results
Total charge ... 0
ΔE to the lowest compared entry with this formula, charge and spin ... 1.969 eV
Orbital gap ... 9.5 eV
SMILES string ... I[C@]12CC[C@H]1C2

Last column: Mulliken charge in e.
Atoms and positions in Å:
I1 3.15 0.11 -0.03  -0.011
C1 0.98 -0.03 -0.25  -0.105
C2 -0.20 1.41 -0.49  -0.442
C3 -1.11 0.43 0.43  -0.726
C4 -0.03 -0.61 0.73  0.022
C5 0.27 -1.36 -0.46  -0.813
H1 -0.48 1.76 -1.47  0.323
H2 0.37 2.25 0.16  0.232
H3 -1.37 0.80 1.39  0.341
H4 -2.01 -0.05 -0.16  0.241
H5 0.12 -1.10 1.70  0.413
H6 0.82 -2.21 -0.40  0.367
H7 -0.53 -1.40 -1.14  0.160


3.
Below is CH2F2N2 in the gas phase, with properties calculated with ωB97M-V/def2-TZVPD.

Results
Total charge ... 0
ΔE to the lowest compared entry with this formula, charge and spin ... 4.429 eV
Orbital gap ... 11.3 eV
SMILES string ... F/N=C/NF

Last column: Mulliken charge in e.
Atoms and positions in Å:
F1 0.34 -2.34 -0.50  -0.154
N1 0.51 -1.15 0.19  -0.229
C1 -0.34 -0.27 -0.15  0.136
N2 -0.18 1.17 0.49  -0.146
F2 0.86 1.10 1.34  -0.133
H1 -1.06 -0.25 -1.07  0.282
H2 -0.12 1.74 -0.30  0.243


4.
Below is a 2-piece molecular cluster, C3H5FO2S overall, with properties calculated with ωB97M-V/def2-TZVPD.

Results
Total charge ... 0
ΔE to the lowest compared entry with this formula, charge and spin ... 3.590 eV
Orbital gap ... 9.0 eV
SMILES string ... O=C=CF.COS

Last column: Mulliken charge in e.
Atoms and positions in Å:
O1 -1.48 -2.79 1.20  -0.359
C1 -1.62 -1.67 0.86  0.620
C2 -1.97 -0.50 0.41  -0.280
F1 -2.01 0.60 1.14  -0.234
H1 -2.15 -0.21 -0.72  0.251
C3 0.96 1.31 -0.47  -0.633
O2 0.95 0.00 -1.07  -0.260
S1 1.63 -1.18 -0.15  -0.062
H2 1.55 1.94 -1.25  0.242
H3 1.38 1.43 0.50  0.362
H4 -0.03 1.70 -0.42  0.233
H5 2.78 -0.62 -0.02  0.120


5.
Below is C17H18N4O2S in the gas phase, with properties calculated with ωB97M-V/def2-TZVPD.

Results
Total charge ... 0
ΔE to the lowest compared entry with this formula, charge and spin ... 2.723 eV
Orbital gap ... 8.4 eV
SMILES string ... Cc1ccc2c(CSc3nnc(C4CC4)n3N)cc(=O)oc2c1C

Last column: Mulliken charge in e.
Atoms and positions in Å:
C1 -1.86 -3.16 1.82  -2.174
C2 -1.12 -2.38 0.79  1.708
C3 -1.82 -1.66 -0.18  -1.039
C4 -1.17 -0.94 -1.15  -0.583
C5 0.23 -0.88 -1.17  1.030
C6 1.01 -0.08 -2.09  0.408
C7 0.36 0.94 -2.96  -1.198
S1 0.33 2.55 -2.05  -0.198
C8 -0.71 2.09 -0.72  0.049
N1 -2.01 1.99 -0.71  -0.546
N2 -2.38 1.57 0.50  -0.376
C9 -1.31 1.41 1.23  0.597
C10 -1.26 0.96 2.62  0.102
C11 -2.16 1.64 3.62  -0.774
C12 -2.46 0.25 3.18  -0.742
N3 -0.21 1.74 0.50  0.563
N4 1.12 1.64 0.89  -0.837
C13 2.36 -0.17 -2.05  -0.279
C14 3.06 -1.01 -1.11  -0.040
O1 4.26 -1.14 -1.05  -0.646
O2 2.29 -1.69 -0.21  -0.528
C15 0.94 -1.64 -0.22  -0.311
C16 0.27 -2.38 0.76  1.224
C17 1.06 -3.17 1.77  -1.845
H1 -1.68 -4.22 1.70  0.480
H2 -1.52 -2.89 2.82  0.357
H3 -2.93 -2.97 1.76  0.390
H4 -2.90 -1.67 -0.17  0.336
H5 -1.75 -0.40 -1.88  0.346
H6 0.96 1.15 -3.85  0.576
H7 -0.66 0.71 -3.24  0.374
H8 -0.27 0.65 2.94  0.546
H9 -2.80 2.43 3.26  0.265
H10 -1.78 1.80 4.62  0.300
H11 -3.29 0.10 2.51  0.262
H12 -2.29 -0.56 3.87  0.233
H13 1.34 2.31 1.62  0.264
H14 1.71 1.84 0.07  0.200
H15 2.98 0.42 -2.71  0.434
H16 0.86 -2.80 2.78  0.314
H17 0.77 -4.22 1.74  0.346
H18 2.12 -3.08 1.57  0.412


6.
Below is C5H4N2 in the gas phase, with properties calculated with ωB97M-V/def2-TZVPD.

Results
Total charge ... 0
ΔE to the lowest compared entry with this formula, charge and spin ... 4.458 eV
Orbital gap ... 10.1 eV
SMILES string ... C#Cc1cn[nH]c1

Last column: Mulliken charge in e.
Atoms and positions in Å:
C1 2.74 -0.83 0.17  0.182
C2 1.66 -0.26 0.23  -0.478
C3 0.28 0.31 0.16  0.216
C4 -0.52 1.34 -0.52  -0.459
N1 -1.77 0.98 -0.71  -0.465
N2 -2.00 -0.19 -0.14  -0.075
C5 -0.58 -0.66 0.56  -0.345
H1 3.74 -1.25 0.05  0.402
H2 -0.24 2.36 -0.77  0.410
H3 -2.96 -0.50 -0.48  0.274
H4 -0.35 -1.29 1.45  0.340


7.
Below is CH3N3OS in the gas phase, with properties calculated with ωB97M-V/def2-TZVPD.

Results
Total charge ... 0
ΔE to the lowest compared entry with this formula, charge and spin ... 3.493 eV
Orbital gap ... 10.0 eV

Last column: Mulliken charge in e.
Atoms and positions in Å:
C1 -0.50 0.40 0.19  -0.353
N1 -1.28 -1.86 -0.20  -0.227
N2 -2.36 -1.39 0.22  -0.213
N3 -0.27 -1.05 -0.21  0.069
O1 -2.73 1.04 -0.80  -0.550
S1 -2.33 0.37 0.44  0.478
H1 -0.01 0.82 1.09  0.274
H2 -0.19 1.02 -0.72  0.253
H3 0.38 -1.38 -0.87  0.269


8.
Below is C28H42ClF12LiN3Na2O18PSSi as an isolated structure, with properties calculated with ωB97M-V/def2-TZVPD.

Results
Total charge ... -2
Orbital gap ... 2.0 eV

Last column: Mulliken charge in e.
Atoms and positions in Å:
C1 5.92 4.08 2.85  -0.892
C2 4.89 3.38 1.77  0.319
O1 4.99 4.18 0.56  -0.544
C3 5.17 1.81 1.59  -1.153
C4 3.83 0.89 1.67  0.118
C5 3.19 0.20 0.39  0.275
P1 3.94 0.51 -1.35  0.043
N1 4.68 2.10 -1.47  -0.551
O2 2.63 0.64 -2.52  -0.434
C6 1.90 -0.77 0.53  -0.604
C7 1.24 -1.54 -0.68  1.031
F1 0.58 -2.79 -0.33  -0.312
F2 2.24 -2.03 -1.66  -0.115
C8 0.06 -0.67 -1.44  0.143
F3 -1.17 -1.46 -1.46  -0.313
F4 -0.08 0.58 -0.76  -0.270
C9 1.32 -0.88 2.02  0.189
C10 0.02 -1.68 2.47  -0.992
C11 -1.18 -0.57 2.61  -0.560
O3 -2.50 -1.07 2.21  -0.601
Si1 -3.61 0.28 2.02  0.809
C12 -5.33 -0.01 2.88  -1.184
C13 -3.82 0.53 0.10  -0.723
C14 -2.97 1.96 2.70  -1.054
C15 2.02 -0.12 3.21  -0.155
F5 1.45 -0.21 4.56  -0.408
N2 3.25 0.72 3.04  0.397
C16 3.75 1.34 4.28  0.022
O4 4.34 0.29 5.14  -0.214
N3 5.19 -0.49 4.39  0.346
O5 5.41 -1.46 5.07  -0.474
H1 5.52 4.04 3.93  0.149
H2 6.97 3.63 2.74  0.197
H3 5.90 5.21 2.56  0.338
H4 3.81 3.53 2.18  0.199
H5 4.54 5.03 0.80  0.374
H6 5.80 1.48 2.52  0.306
H7 5.84 1.54 0.69  0.528
H8 4.83 2.28 -2.48  0.301
H9 3.93 2.77 -1.21  0.224
H10 1.92 1.23 -2.14  0.286
H11 0.35 -0.56 -2.56  0.327
H12 -0.28 -2.61 1.90  0.340
H13 0.20 -2.03 3.56  0.337
H14 -1.14 -0.18 3.72  0.637
H15 -0.88 0.30 1.91  0.208
H16 -6.17 0.22 2.12  0.281
H17 -5.42 -1.05 3.37  0.331
H18 -5.45 0.79 3.72  0.324
H19 -3.11 1.38 -0.25  0.297
H20 -3.49 -0.44 -0.42  0.007
H21 -4.93 0.77 -0.09  0.353
H22 -3.34 2.16 3.79  0.297
H23 -3.49 2.78 2.06  0.349
H24 -1.84 2.14 2.58  0.312
H25 4.53 2.16 4.16  -0.436
H26 2.87 1.81 4.88  0.333
C17 -0.60 -3.71 -5.12  0.596
F6 -1.83 -3.82 -4.57  -0.211
F7 0.28 -4.11 -4.16  -0.233
F8 -0.54 -4.64 -6.10  -0.251
S1 -0.24 -1.99 -5.74  1.070
O6 -0.35 -1.12 -4.57  -0.651
O7 -1.26 -1.72 -6.74  -0.665
O8 1.11 -2.05 -6.29  -0.693
Li1 3.44 -1.94 -3.35  0.771
C18 -5.91 -2.95 -1.62  -0.901
C19 -5.39 -2.36 -2.92  -0.095
O9 -6.41 -2.09 -3.87  -0.351
C20 -7.17 -0.85 -3.75  0.932
O10 -6.36 0.18 -3.67  -0.875
C21 -8.26 -0.88 -2.61  0.570
F9 -8.85 -2.10 -2.56  -0.182
F10 -9.26 0.00 -2.87  -0.204
F11 -7.80 -0.61 -1.37  -0.264
H27 -6.73 -3.66 -1.81  0.201
H28 -5.11 -3.46 -1.08  0.356
H29 -6.29 -2.17 -0.96  0.125
H30 -4.76 -3.12 -3.39  0.111
H31 -4.74 -1.50 -2.74  0.291
H32 -7.80 -0.92 -4.65  -0.753
C22 7.25 -3.52 -4.59  -1.001
C23 6.80 -2.41 -5.51  0.852
O11 5.82 -1.74 -5.26  -0.555
C24 7.62 -2.17 -6.75  -1.106
H33 6.57 -3.57 -3.74  0.210
H34 7.23 -4.47 -5.12  0.325
H35 8.26 -3.30 -4.22  0.322
H36 7.62 -3.07 -7.38  0.329
H37 8.64 -1.90 -6.48  0.328
H38 7.18 -1.35 -7.32  0.293
Na1 -8.00 -1.91 -6.05  0.926
O12 -11.06 2.32 -3.30  -0.711
H39 -10.24 1.84 -3.30  0.315
Na2 -2.85 -1.55 4.01  0.904
Cl1 -9.19 -4.29 -2.17  -0.894
C25 -14.27 2.22 -3.28  0.828
O13 -14.40 3.30 -3.86  -0.563
O14 -13.74 1.20 -3.78  -0.358
O15 -14.64 1.98 -2.11  -0.489
C26 6.65 2.42 7.81  -0.437
C27 5.28 2.14 8.33  0.504
O16 4.63 3.39 8.21  -0.316
C28 5.23 4.01 7.16  0.671
O17 4.78 4.97 6.59  -0.516
O18 6.41 3.41 6.82  -0.294
F12 5.32 1.80 9.64  -0.307
H40 7.32 2.82 8.57  0.293
H41 7.11 1.53 7.37  0.292
H42 4.72 1.39 7.76  0.121


9.
Below is C50H60CoGe2N4OSi as an isolated structure, with properties calculated with ωB97M-V/def2-TZVPD.

Results
Expectation value of S² ... 0.817
Multiplicity ... 2
Total charge ... 0
ΔE to the lowest compared entry with this formula, charge and spin ... 1.137 eV
Orbital gap (spin up / spin down) ... 6.8 / 6.4 eV

Last column: Mulliken charge in e.
Atoms and positions in Å:
Co1 -1.05 -0.20 0.03  -1.555
N1 -1.42 0.58 1.74  0.915
C1 -2.47 0.25 2.69  -0.415
C2 -2.53 1.01 3.85  -0.446
C3 -3.54 0.83 4.77  -0.917
C4 -4.54 -0.10 4.48  -0.857
C5 -4.46 -0.86 3.33  -0.925
C6 -3.39 -0.75 2.43  1.200
C7 -3.31 -1.66 1.25  0.922
C8 -4.08 -2.83 1.26  -0.870
C9 -4.23 -3.61 0.13  -1.366
C10 -3.64 -3.20 -1.05  -0.788
C11 -2.81 -2.09 -1.04  0.140
C12 -2.55 -1.36 0.12  0.824
H1 -1.60 1.51 1.36  -0.806
H2 -0.53 0.62 2.23  0.542
H3 -1.77 1.77 4.02  0.351
H4 -3.57 1.42 5.67  0.412
H5 -5.37 -0.23 5.15  0.375
H6 -5.27 -1.55 3.11  0.483
H7 -4.56 -3.15 2.18  0.507
H8 -4.83 -4.52 0.17  0.354
H9 -3.81 -3.74 -1.97  0.428
H10 -2.37 -1.77 -1.97  0.190
C13 0.59 -2.78 4.11  -1.328
C14 -0.03 -1.67 3.27  0.006
Ge1 0.23 -1.87 1.30  1.753
C15 -0.36 -3.68 0.78  0.508
C16 0.48 -4.87 1.27  -1.554
C17 2.20 -1.96 1.32  -1.288
C18 3.06 -0.99 1.00  0.506
Ge2 2.23 0.68 0.32  0.477
C19 2.53 1.24 -1.56  0.640
C20 3.73 0.80 -2.40  -1.775
C21 2.94 2.17 1.39  -0.262
C22 4.44 2.45 1.19  -1.374
C23 4.53 -1.20 1.17  0.438
C24 5.00 -2.01 2.22  -0.441
C25 6.36 -2.26 2.37  -0.847
C26 7.28 -1.72 1.48  -0.447
C27 6.83 -0.90 0.45  -1.147
C28 5.47 -0.65 0.31  0.068
H11 0.60 -2.52 5.17  0.383
H12 1.62 -3.00 3.82  0.241
H13 0.03 -3.71 4.01  0.278
H14 0.45 -0.71 3.54  0.269
H15 -1.08 -1.58 3.51  0.093
H16 -0.37 -3.69 -0.31  -0.240
H17 -1.40 -3.79 1.09  0.148
H18 1.54 -4.72 1.08  0.250
H19 0.18 -5.78 0.75  0.397
H20 0.35 -5.05 2.34  0.309
H21 2.62 -2.91 1.67  0.439
H22 2.52 2.33 -1.48  0.869
H23 1.61 0.97 -2.09  -0.581
H24 4.65 1.28 -2.09  0.438
H25 3.56 1.07 -3.45  0.427
H26 3.89 -0.28 -2.38  0.318
H27 2.73 1.99 2.45  0.508
H28 2.38 3.06 1.10  0.200
H29 5.06 1.64 1.57  0.318
H30 4.73 3.36 1.70  0.453
H31 4.68 2.57 0.13  0.229
H32 4.30 -2.42 2.93  0.507
H33 6.70 -2.89 3.18  0.420
H34 8.33 -1.92 1.60  0.391
H35 7.53 -0.45 -0.24  0.408
H36 5.13 0.00 -0.49  0.480
C29 -3.59 2.60 0.89  -0.938
Si1 -3.38 2.04 -0.88  0.528
C30 -5.02 1.21 -1.26  -1.280
C31 -3.24 3.69 -1.78  -1.312
N2 -2.07 0.96 -1.24  1.430
C32 -1.81 0.69 -2.57  0.201
C33 -2.54 1.21 -3.67  -0.790
C34 -2.15 1.00 -4.98  -1.425
C35 -1.02 0.26 -5.28  -1.035
C36 -0.33 -0.34 -4.24  -0.134
C37 -0.76 -0.16 -2.94  0.430
O1 -0.11 -0.82 -1.87  0.518
C38 0.42 -2.08 -2.21  -0.825
C39 1.74 -2.31 -1.87  0.080
C40 2.30 -3.56 -2.11  -1.067
C41 1.56 -4.56 -2.71  -0.991
C42 0.24 -4.29 -3.09  -0.899
C43 -0.33 -3.06 -2.85  -0.750
H37 -4.40 3.33 0.83  0.669
H38 -2.73 3.14 1.31  0.200
H39 -3.91 1.83 1.59  0.165
H40 -5.86 1.82 -0.91  0.433
H41 -5.06 0.25 -0.73  0.160
H42 -5.17 1.01 -2.32  0.363
H43 -4.24 4.06 -2.05  0.475
H44 -2.64 3.66 -2.69  0.343
H45 -2.79 4.44 -1.12  0.323
H46 -3.43 1.79 -3.49  0.372
H47 -2.75 1.43 -5.78  0.418
H48 -0.69 0.11 -6.31  0.451
H49 0.53 -0.96 -4.43  0.566
H50 2.31 -1.53 -1.41  0.871
H51 3.33 -3.74 -1.82  0.497
H52 1.99 -5.53 -2.90  0.406
H53 -0.35 -5.06 -3.57  0.425
H54 -1.34 -2.86 -3.17  0.655
N3 0.32 4.86 1.37  0.116
C44 0.03 3.55 1.58  -1.157
N4 -0.09 2.86 0.49  0.786
C45 0.14 3.77 -0.54  0.437
C46 0.12 3.59 -1.92  0.036
C47 0.39 4.68 -2.72  -1.359
C48 0.67 5.94 -2.16  -0.779
C49 0.68 6.15 -0.80  -1.131
C50 0.41 5.03 0.00  0.485
H55 0.49 5.56 2.07  0.235
H56 -0.07 3.16 2.59  0.277
H57 -0.10 2.62 -2.35  0.586
H58 0.39 4.57 -3.79  0.494
H59 0.88 6.77 -2.82  0.403
H60 0.90 7.12 -0.37  0.454